The following is a quantum chemistry calculation of an isolated molecule of C5H8P2 in a non-equilibrium geometry, from the Open Molecules 2025 dataset.

Lowest unoccupied orbital energy, eV: 0.41
ΔE to the lowest compared entry with this formula, charge and spin, kcal per mole: 56.6
HOMO, eV: -7.3579
Spin multiplicity: 1
SMILES: P=[PH2]C1=CCC=C1
Orbital gap, eV: 7.77
E_tot, eV: -23888.1185

XYZ file:
```
15
C5H8P2 wB97M-V/def2-TZVPD
P -0.77108 1.02463 3.68977
P 0.14134 0.02290 2.03487
C 0.21923 -0.09245 0.00377
C 0.61580 -1.10838 -0.73205
C 0.16663 -0.72073 -2.09536
C -0.68948 0.45747 -1.97902
C -0.65381 0.87680 -0.67525
H -0.07801 2.37987 3.80667
H 1.48702 -0.42178 2.41550
H -0.53156 -1.23230 2.25873
H 1.24521 -1.93615 -0.39011
H 0.01135 -1.51823 -2.85097
H 1.21810 -0.36158 -2.47694
H -1.22507 0.93918 -2.75142
H -1.15567 1.69075 -0.25819
```